Below is an isolated molecule of H11NSi4, with properties calculated with the ωB97M-V functional and the def2-TZVPD basis.

```
16
Properties=species:S:1:pos:R:3:forces:R:3:mulliken_charge:R:1
Si -2.14061 0.64082 -2.15070 -1.39 -0.75 0.51 0.33
Si -1.18418 0.82445 -0.02060 -0.51 -1.32 1.99 0.16
N 0.48802 1.11062 -0.09936 1.48 -2.17 1.85 -0.31
Si 1.86916 0.16420 1.02450 -1.80 2.80 -5.01 0.23
Si 1.53100 -2.04179 1.27916 0.26 -3.14 -0.81 0.33
H -1.16799 1.32064 -2.91295 0.90 0.87 -0.94 -0.12
H -2.63243 -0.51186 -3.00974 0.40 0.18 0.73 -0.12
H -3.33398 1.48351 -1.91397 -0.10 0.16 -0.30 -0.11
H -1.94228 1.91174 0.72293 0.13 -0.20 -0.54 -0.10
H -1.32663 -0.37296 1.04512 0.05 0.90 -1.29 -0.14
H 0.80335 2.03080 -0.32274 0.37 0.44 -0.21 0.25
H 2.78909 0.31734 -0.17272 0.52 -0.01 1.11 -0.06
H 1.93591 1.18159 2.03989 0.57 -0.13 1.02 -0.07
H 2.68779 -2.81233 1.82983 0.21 0.65 -0.02 -0.12
H 1.00995 -3.22509 0.34010 0.36 1.86 0.29 -0.06
H 0.61383 -2.02166 2.32125 -1.44 -0.15 1.62 -0.11
```
Positions in Å, forces in eV/Å.

Values from the calculation:
HOMO-LUMO gap ... 8.705 eV
Molecular weight ... 137.4 g mol⁻¹
E_LUMO ... -0.175 eV
SMILES ... [SiH3][SiH2]N[SiH2][SiH3]